{"formula": "C6H12N2O", "method": "ωB97M-V/def2-TZVPD", "elements": ["C", "C", "N", "C", "O", "H", "H", "H", "H", "H", "H", "H", "C", "C", "C", "N", "H", "H", "H", "H", "H"], "xyz": [[-0.49, 1.38, -1.41], [0.72, 1.24, -2.23], [-1.56, 0.56, -1.66], [0.35, 1.08, 0.49], [-0.33, 1.39, 1.45], [-0.78, 2.38, -1.08], [-1.34, -0.37, -2.01], [-2.31, 0.57, -0.98], [1.33, 1.56, 0.31], [0.50, 0.94, -3.25], [1.36, 0.43, -1.79], [1.31, 2.16, -2.23], [-0.38, -1.47, 1.19], [0.25, -1.67, 2.57], [0.56, -0.71, 0.29], [1.49, -1.01, -0.42], [-1.31, -0.91, 1.29], [-0.60, -2.43, 0.73], [0.50, -0.70, 3.03], [1.17, -2.25, 2.49], [-0.44, -2.18, 3.24]], "nbo_charge": [0.082, -0.707, -0.774, 0.264, -0.578, 0.213, 0.386, 0.392, 0.122, 0.233, 0.277, 0.231, -0.461, -0.593, 0.144, -0.332, 0.229, 0.225, 0.223, 0.212, 0.213], "relative_energy_kcal_mol": 94.04, "e_homo_ev": [-7.583, -7.670], "homo_lumo_gap_ev": [7.26, 6.96], "lumo_energy_ev": [-0.324, -0.711]}

***

{"formula": "C6H12N2O", "method": "ωB97M-V/def2-TZVPD", "elements": ["C", "C", "C", "C", "C", "C", "O", "N", "N", "H", "H", "H", "H", "H", "H", "H", "H", "H", "H", "H", "H"], "xyz": [[-1.20, 0.43, -1.22], [-0.17, 2.43, 0.42], [1.88, 0.64, 1.39], [-0.69, -3.10, -0.21], [0.62, 0.19, 0.71], [-0.05, -1.76, -0.41], [-0.47, 0.35, -2.38], [0.43, -1.12, 0.56], [-0.36, 1.00, 0.32], [0.04, -0.47, -2.34], [-1.74, 1.37, -1.26], [-1.93, -0.35, -1.01], [-1.09, 2.94, 0.12], [0.03, 2.72, 1.46], [0.65, 2.80, -0.20], [1.67, 1.18, 2.31], [2.50, -0.22, 1.62], [2.45, 1.31, 0.73], [-1.67, -3.10, -0.70], [-0.09, -3.86, -0.73], [-0.80, -3.39, 0.84]], "nbo_charge": [0.136, -0.425, -0.668, -0.716, 0.462, 0.047, -0.707, -0.510, -0.432, 0.503, 0.165, 0.191, 0.209, 0.209, 0.191, 0.226, 0.244, 0.227, 0.224, 0.236, 0.190], "relative_energy_kcal_mol": 97.97, "e_homo_ev": -6.686, "homo_lumo_gap_ev": 7.41, "lumo_energy_ev": 0.724}

***

{"formula": "C6H12N2O", "method": "ωB97M-V/def2-TZVPD", "elements": ["C", "C", "N", "C", "C", "C", "C", "N", "O", "H", "H", "H", "H", "H", "H", "H", "H", "H", "H", "H", "H"], "xyz": [[-1.94, 1.68, 1.29], [-1.64, 0.39, 1.24], [-0.22, -0.28, 0.82], [-0.14, -1.71, 1.13], [0.16, 0.17, -0.47], [-0.43, -0.51, -1.68], [1.92, 0.01, -0.50], [2.56, 1.11, -0.98], [2.58, -1.00, -0.27], [-1.30, 2.44, 0.84], [-2.83, 2.03, 1.80], [-2.33, -0.34, 1.67], [-0.39, -1.86, 2.18], [-0.82, -2.31, 0.52], [0.87, -2.12, 1.00], [0.03, 1.26, -0.56], [-0.42, -1.60, -1.60], [-1.47, -0.19, -1.83], [0.15, -0.25, -2.57], [3.58, 1.10, -1.02], [2.09, 2.00, -1.01]], "nbo_charge": [-0.463, 0.000, -0.464, -0.427, -0.070, -0.649, 0.687, -0.840, -0.630, 0.195, 0.218, 0.189, 0.205, 0.167, 0.244, 0.191, 0.218, 0.216, 0.221, 0.402, 0.388], "relative_energy_kcal_mol": 46.03, "smiles": "C=CN(C)[C@H](C)C(N)=O", "e_homo_ev": -8.273, "homo_lumo_gap_ev": 9.15, "lumo_energy_ev": 0.880}

***

{"formula": "C6H12N2O", "method": "ωB97M-V/def2-TZVPD", "elements": ["H", "N", "C", "N", "C", "C", "O", "C", "C", "C", "H", "H", "H", "H", "H", "H", "H", "H", "H", "H", "H"], "xyz": [[-1.60, -1.12, 2.44], [-0.69, -0.99, 2.00], [-0.75, -0.61, 0.80], [-1.90, -0.50, 0.04], [0.57, -0.71, -0.20], [1.41, -1.91, 0.17], [0.25, -0.62, -1.56], [1.01, 0.59, 0.40], [0.59, 1.84, 0.13], [-0.30, 2.29, -0.98], [-1.80, -0.11, -0.88], [-2.77, -0.34, 0.52], [2.38, -1.85, -0.32], [1.56, -1.94, 1.25], [0.89, -2.82, -0.12], [0.07, -1.52, -1.87], [1.69, 0.44, 1.23], [0.99, 2.63, 0.75], [-1.31, 2.50, -0.60], [0.07, 3.22, -1.41], [-0.37, 1.54, -1.77]], "nbo_charge": [0.335, -0.758, 0.465, -0.844, 0.171, -0.631, -0.711, -0.206, -0.183, -0.665, 0.404, 0.382, 0.216, 0.251, 0.209, 0.480, 0.225, 0.201, 0.210, 0.219, 0.230], "relative_energy_kcal_mol": 38.22, "smiles": "[H]/N=C(\\N)[C@@](C)(O)/C=C\\C", "e_homo_ev": -8.337, "homo_lumo_gap_ev": 9.10, "lumo_energy_ev": 0.767}

***

{"formula": "C6H12N2O2", "method": "ωB97M-V/def2-TZVPD", "elements": ["C", "N", "C", "C", "H", "H", "H", "H", "H", "H", "H", "H", "C", "C", "O", "C", "O", "N", "H", "H", "H", "H"], "xyz": [[1.22, -0.42, 1.57], [0.01, -0.61, 0.76], [-1.14, 0.26, 1.03], [-0.03, -1.43, -0.23], [1.10, 0.50, 2.15], [1.37, -1.26, 2.25], [2.08, -0.34, 0.89], [-0.79, 1.11, 1.63], [-1.56, 0.59, 0.07], [-1.93, -0.27, 1.59], [-0.92, -1.49, -0.87], [0.88, -1.98, -0.52], [-2.94, -3.90, 0.52], [-2.83, -4.95, 1.63], [-1.61, -4.61, 2.32], [-1.08, -3.47, 1.76], [-0.06, -2.98, 2.25], [-1.81, -3.05, 0.69], [-2.95, -4.40, -0.46], [-3.90, -3.36, 0.66], [-3.66, -4.91, 2.35], [-2.75, -5.97, 1.24]], "nbo_charge": [-0.426, -0.273, -0.416, 0.147, 0.210, 0.285, 0.209, 0.212, 0.215, 0.256, 0.247, 0.218, -0.243, -0.081, -0.528, 0.834, -0.769, -0.764, 0.166, 0.163, 0.169, 0.171], "relative_energy_kcal_mol": 63.63, "e_homo_ev": -7.236, "homo_lumo_gap_ev": 7.04, "lumo_energy_ev": -0.194}

***

{"formula": "C6H12N2O2", "method": "ωB97M-V/def2-TZVPD", "elements": ["C", "C", "C", "N", "C", "O", "N", "C", "C", "H", "H", "H", "H", "H", "H", "H", "H", "H", "H", "H", "O", "H"], "xyz": [[-1.91, -0.82, 0.23], [-1.47, 0.05, -0.92], [-0.74, 1.36, -0.69], [-0.12, 1.63, 0.58], [1.52, 0.60, 0.37], [2.49, 1.32, 0.16], [1.02, -0.29, -0.52], [1.36, -1.70, -0.45], [-0.03, 0.21, -1.36], [-1.10, -1.03, 0.94], [-2.72, -0.34, 0.80], [-2.26, -1.79, -0.14], [-2.17, 0.08, -1.75], [-1.01, 2.23, -1.28], [-0.31, 2.56, 0.94], [2.42, -1.78, -0.19], [0.83, -2.23, 0.35], [0.99, -2.19, -1.36], [0.22, 0.27, -2.42], [0.02, 0.98, 1.78], [1.13, 0.19, 2.23], [1.82, 0.69, 2.68]], "nbo_charge": [-0.620, -0.239, -0.054, -0.860, 0.972, -0.572, -0.542, -0.391, -0.057, 0.224, 0.218, 0.215, 0.218, 0.215, 0.395, 0.216, 0.193, 0.215, 0.213, 0.508, -0.943, 0.476], "relative_energy_kcal_mol": 112.80, "e_homo_ev": -8.715, "homo_lumo_gap_ev": 9.53, "lumo_energy_ev": 0.818}

***

{"formula": "C6H12N2O2", "method": "ωB97M-V/def2-TZVPD", "elements": ["C", "C", "C", "N", "C", "C", "O", "O", "N", "C", "H", "H", "H", "H", "H", "H", "H", "H", "H", "H", "H", "H"], "xyz": [[1.96, 0.78, -0.13], [1.21, -0.51, 0.23], [-0.21, -0.23, 0.65], [-1.24, -0.22, -0.14], [-1.06, -0.39, -1.54], [-2.32, -0.21, -2.31], [-3.23, -0.95, -2.55], [-1.94, 0.92, -3.20], [-0.42, 0.06, 1.96], [0.53, -0.11, 3.04], [2.01, 1.46, 0.73], [1.46, 1.31, -0.96], [2.98, 0.55, -0.44], [1.74, -1.03, 1.03], [1.21, -1.19, -0.63], [-0.63, -1.36, -1.86], [-0.46, 0.50, -2.12], [-2.50, 0.83, -3.98], [-1.39, 0.23, 2.21], [0.06, 0.25, 3.96], [1.44, 0.48, 2.88], [0.81, -1.17, 3.19]], "nbo_charge": [-0.598, -0.484, 0.479, -0.536, -0.364, 0.811, -0.540, -0.753, -0.600, -0.412, 0.207, 0.217, 0.213, 0.217, 0.223, 0.212, 0.223, 0.483, 0.405, 0.216, 0.194, 0.186], "relative_energy_kcal_mol": 33.65, "smiles": "CC/C(=N\\CC(=O)O)NC", "e_homo_ev": -8.489, "homo_lumo_gap_ev": 9.27, "lumo_energy_ev": 0.779}

***

{"formula": "C6H12N2O2", "method": "ωB97M-V/def2-TZVPD", "elements": ["H", "N", "C", "O", "C", "O", "C", "C", "N", "C", "C", "H", "H", "H", "H", "H", "H", "H", "H", "H", "H", "H"], "xyz": [[-0.40, 0.36, 2.25], [-0.38, 1.04, 1.26], [-0.50, 0.11, 0.44], [-0.53, -1.16, 1.40], [-0.30, -0.10, -1.04], [-1.05, -1.22, -1.46], [1.16, -0.21, -1.44], [1.48, -0.40, -2.93], [2.60, 0.54, -2.79], [2.88, 1.45, -3.86], [2.01, 1.07, -1.55], [-0.38, -1.88, 0.75], [-0.75, 0.78, -1.53], [-0.70, -2.02, -1.08], [1.66, -0.97, -0.81], [0.67, 0.00, -3.57], [1.75, -1.41, -3.28], [3.66, 2.16, -3.56], [3.24, 0.90, -4.74], [1.98, 2.04, -4.17], [2.72, 1.29, -0.74], [1.37, 1.96, -1.73]], "nbo_charge": [0.398, -0.614, 0.508, -0.780, 0.013, -0.683, -0.249, -0.205, -0.422, -0.412, -0.206, 0.447, 0.221, 0.456, 0.211, 0.172, 0.199, 0.206, 0.205, 0.160, 0.205, 0.170], "relative_energy_kcal_mol": 88.35, "smiles": "[H]/N=C(\\O)[C@H](O)C1CN(C)C1", "e_homo_ev": -8.956, "homo_lumo_gap_ev": 9.36, "lumo_energy_ev": 0.408}

***

{"formula": "C6H12N2O2P", "method": "ωB97M-V/def2-TZVPD", "elements": ["N", "C", "O", "P", "C", "C", "N", "H", "H", "H", "H", "H", "H", "C", "C", "O", "C", "H", "H", "H", "H", "H", "H"], "xyz": [[-3.62, 1.59, 3.07], [-3.28, 0.79, 2.35], [-2.76, 0.20, 1.26], [-1.10, 0.38, 1.38], [-0.64, 2.13, 1.66], [-1.00, 3.08, 0.47], [-2.16, 3.47, 0.19], [-0.72, -0.32, 2.56], [-0.42, -0.26, 0.32], [-1.18, 2.49, 2.55], [0.47, 2.14, 1.80], [-0.15, 3.46, -0.13], [-2.80, 3.04, 0.88], [3.08, -1.62, -1.76], [1.76, -2.12, -1.25], [1.41, -1.94, -0.10], [0.88, -2.86, -2.23], [3.61, -1.11, -0.95], [3.69, -2.46, -2.10], [2.92, -0.92, -2.58], [1.40, -3.76, -2.59], [0.63, -2.21, -3.07], [-0.04, -3.17, -1.73]], "nbo_charge": [-0.264, 0.472, -0.660, 1.348, -0.830, 0.098, -0.491, 0.055, 0.112, 0.313, 0.306, 0.206, 0.325, -0.727, 0.625, -0.613, -0.727, 0.237, 0.251, 0.240, 0.253, 0.240, 0.231], "relative_energy_kcal_mol": 82.03, "e_homo_ev": -13.058, "homo_lumo_gap_ev": 8.11, "lumo_energy_ev": -4.947, "charge": 1}

***

{"formula": "C6H12N3", "method": "ωB97M-V/def2-TZVPD", "elements": ["C", "C", "C", "C", "C", "C", "N", "N", "N", "H", "H", "H", "H", "H", "H", "H", "H", "H", "H", "H", "H"], "xyz": [[-2.78, 0.85, -0.25], [-1.45, 1.01, -0.46], [-1.87, -0.93, 0.49], [1.06, -1.59, 0.72], [1.55, 1.63, 0.83], [0.52, -0.40, 0.00], [-3.02, -0.37, 0.32], [-0.84, -0.14, 0.03], [1.05, -0.31, -1.43], [-3.59, 1.51, -0.48], [-0.89, 1.84, -0.85], [-1.72, -1.90, 0.91], [0.70, -2.52, 0.28], [2.14, -1.59, 0.70], [0.74, -1.56, 1.76], [1.88, 2.09, -0.08], [0.70, 2.05, 1.32], [2.32, 1.21, 1.46], [0.63, -1.05, -2.03], [2.07, -0.43, -1.43], [0.81, 0.60, -1.84]], "nbo_charge": [-0.038, -0.134, 0.188, -0.698, -0.472, 0.366, -0.400, -0.452, -0.720, 0.235, 0.217, 0.214, 0.232, 0.244, 0.273, 0.183, 0.216, 0.210, 0.434, 0.450, 0.452], "relative_energy_kcal_mol": 93.46, "e_homo_ev": [-12.784, -12.782], "homo_lumo_gap_ev": [8.43, 8.43], "lumo_energy_ev": [-4.353, -4.347], "charge": 1}

***

{"formula": "C6H12N3", "method": "ωB97M-V/def2-TZVPD", "elements": ["C", "N", "C", "N", "C", "C", "C", "C", "N", "H", "H", "H", "H", "H", "H", "H", "H", "H", "H", "H", "H"], "xyz": [[-1.47, -0.05, -1.32], [-0.84, -0.43, -0.07], [-0.56, 0.81, 0.69], [-1.51, 1.19, 1.54], [0.66, 1.43, 0.49], [1.62, 0.93, -0.48], [1.54, -0.29, -0.87], [0.61, -1.25, -0.28], [1.01, -1.79, 0.97], [-0.91, 0.45, -2.07], [-2.12, -0.75, -1.88], [-2.18, 0.75, -1.14], [-1.38, -1.08, 0.58], [-1.25, 1.56, 2.37], [-2.44, 1.11, 1.43], [1.03, 2.18, 1.12], [2.29, 1.56, -0.90], [2.28, -0.77, -1.49], [0.44, -2.14, -0.98], [1.44, -0.97, 1.46], [1.76, -2.48, 0.84]], "nbo_charge": [-0.463, -0.425, 0.350, -0.803, -0.305, -0.169, -0.269, 0.143, -0.821, 0.259, 0.254, 0.230, 0.468, 0.408, 0.398, 0.243, 0.234, 0.241, 0.240, 0.376, 0.410], "relative_energy_kcal_mol": 72.99, "smiles": "C[N@@H+]1C(N)=CC=C[C@H]1N", "e_homo_ev": -12.384, "homo_lumo_gap_ev": 8.99, "lumo_energy_ev": -3.396, "charge": 1}

***

{"formula": "C6H12N3", "method": "ωB97M-V/def2-TZVPD", "elements": ["C", "C", "C", "C", "C", "C", "N", "N", "N", "H", "H", "H", "H", "H", "H", "H", "H", "H", "H", "H", "H"], "xyz": [[1.16, 0.35, -0.78], [2.36, -0.39, -0.43], [2.47, -2.39, 1.00], [-0.08, 0.25, -0.36], [-1.29, -1.40, 0.71], [-1.27, 2.44, -0.30], [2.34, -1.34, 0.40], [-0.36, -0.32, 0.83], [-1.19, 1.03, -0.95], [1.36, 1.01, -1.58], [3.22, -0.25, -1.04], [2.65, -2.68, 2.05], [-1.86, -1.52, 1.72], [-2.07, -1.14, -0.06], [-0.90, -2.35, 0.47], [-2.20, 2.74, -0.77], [-1.47, 2.27, 0.83], [-0.19, 2.95, -0.52], [0.52, -0.57, 1.34], [-1.18, 0.88, -1.96], [-2.02, 0.44, -0.61]], "nbo_charge": [-0.248, -0.139, 0.078, 0.245, -0.401, -0.413, -0.289, -0.631, -0.545, 0.218, 0.235, 0.232, 0.224, 0.159, 0.212, 0.233, 0.260, 0.265, 0.413, 0.452, 0.441], "relative_energy_kcal_mol": 128.55, "e_homo_ev": -11.033, "homo_lumo_gap_ev": 7.91, "lumo_energy_ev": -3.127, "charge": 1}